Here is a cluster of 3 separate species, C5H18NO2 in total in a non-equilibrium geometry from the Open Molecules 2025 dataset. Energies are from ωB97M-V with the def2-TZVPD basis set.

```
! wB97M-V def2-TZVPD RIJCOSX def2/J DEFGRID3
* xyz 1 1
C 0.73983 0.42812 -0.55678
C -0.00498 -0.75670 -0.01262
C 1.06865 -1.76389 0.50849
C -1.01391 -1.38006 -1.01654
C -2.19346 -2.19180 -0.35081
N 1.31572 1.50676 0.31985
H 1.54987 -0.10098 -1.11272
H -0.08398 1.16982 -1.23439
H -0.55580 -0.39077 0.95068
H 0.51044 -2.36001 1.35238
H 1.72953 -1.24662 1.09968
H 1.59367 -2.37043 -0.13896
H -0.47708 -1.88712 -1.69544
H -1.63555 -0.70586 -1.67481
H -3.02380 -1.60136 0.06321
H -1.89768 -2.82914 0.55815
H -2.64864 -2.75396 -1.16925
H 1.57395 2.36150 -0.18272
H 2.21604 1.01203 0.63238
H 0.71719 1.82757 1.06604
H 0.42117 3.78091 -1.58004
H 1.54619 3.06507 -2.56446
O 0.92807 2.93044 -1.82793
H -0.72116 2.04919 3.29641
H -1.25076 0.84422 2.57549
O -0.40351 1.36308 2.69471
*
```

Calculated values
DFT total energy ... -11054.07583 eV
Relative energy (zero: lowest compared OMol25 entry of this formula, charge and spin) ... 2.5037 eV
HOMO-LUMO gap ... 11.1 eV
Molar mass ... 124.204 g/mol
E_HOMO ... -14.2 eV
LUMO ... -3.12 eV

Löwdin population analysis, charges in e, atoms 1 to 5:
1 C -0.1768
2 C -0.3800
3 C -0.0427
4 C -0.1984
5 C -0.0903